No. 1
Entry from the Open Molecules 2025 dataset: a cluster of 3 separate species, C17H23Cl2F3N2O9S3 in total in a non-equilibrium geometry (ωB97M-V with the def2-TZVPD basis set).

XYZ file:
```
59
Properties=species:S:1:pos:R:3
O -2.2798 4.2234 4.1655
C -1.8157 3.0867 3.7864
O -0.5665 2.6019 4.0891
C -2.8608 2.2311 2.8710
N -4.0094 1.8480 3.5669
N -4.7993 1.1702 2.7351
Cl -6.2606 0.7491 3.6077
C -4.6482 0.7842 1.3983
C -5.6491 -0.0788 0.4922
F -6.8217 -0.5687 1.0491
F -4.9045 -1.2411 0.0773
F -6.0499 0.7155 -0.6399
C -3.3866 1.1927 0.5777
Cl -3.0125 0.8518 -1.1513
C -2.4125 2.0248 1.4365
C -1.0438 2.5771 0.8526
C -0.0641 1.3500 0.4015
C 1.0892 1.0314 1.4732
S 0.8724 -0.7733 1.9629
O 1.9468 -1.1668 2.9411
O 0.9922 -1.6909 0.7451
O -0.6839 -0.9828 2.5717
H -0.5173 3.3606 1.4906
H -1.3106 3.1095 -0.1446
H 0.4581 1.7207 -0.5631
H -0.6338 0.3925 0.1533
H 2.1380 1.0595 0.9822
H 1.1017 1.7330 2.3750
H -0.9345 -1.9453 2.4972
C 4.2084 3.9561 -3.1039
C 3.2490 3.8699 -4.2925
C 1.9448 3.2518 -3.7854
S 1.8291 3.6807 -2.0524
O 1.9195 2.4658 -1.2694
O 0.7613 4.6373 -1.8677
C 3.3923 4.5340 -1.9553
H 5.0784 4.5761 -3.3292
H 4.5649 2.9541 -2.8436
H 3.0546 4.8763 -4.6774
H 3.6713 3.2824 -5.1108
H 1.0781 3.6495 -4.3147
H 1.9610 2.1631 -3.8637
H 3.8470 4.3680 -0.9788
H 3.2006 5.5989 -2.1051
C 1.5883 -6.8253 -0.2858
C 2.0515 -5.4208 0.1062
C 0.8976 -4.4593 -0.1838
S -0.6031 -5.4189 -0.0327
O -1.2332 -5.4979 -1.3315
O -1.3231 -4.9954 1.1496
C 0.1933 -6.9796 0.3053
H 2.2684 -7.5953 0.0850
H 1.5447 -6.9089 -1.3768
H 2.2881 -5.4005 1.1752
H 2.9541 -5.1271 -0.4344
H 0.8713 -3.6340 0.5294
H 0.9482 -4.0694 -1.2020
H -0.3763 -7.7932 -0.1435
H 0.2370 -7.1041 1.3897
```

Summary:
**Total charge**: 0
**Spin multiplicity**: 1
**Total energy**: -3862.476593 Eh
**Frontier orbital gap**: 6.20 eV


No. 2
Entry from the Open Molecules 2025 dataset: the molecule C6H16NPS3 in a non-equilibrium geometry (ωB97M-V with the def2-TZVPD basis set).

XYZ file:
```
27
Properties=species:S:1:pos:R:3
C -0.6111 -3.7511 -0.4434
C 0.5865 -2.8583 -0.2465
N 0.4719 -1.6069 -0.9768
P -0.1669 0.0257 0.0197
S -0.2366 0.1042 1.9358
S 0.8873 1.4986 -1.0710
C 2.2132 1.8447 0.1693
C 3.3531 0.8519 0.0742
S -2.0048 0.1668 -0.9071
C -2.7726 1.5341 0.3466
C -2.3648 2.9059 0.1966
H -1.2536 -3.9323 0.4543
H -1.2950 -3.2265 -1.1949
H -0.3487 -4.7467 -0.8573
H 0.7844 -2.7640 0.8860
H 1.5000 -3.2925 -0.8136
H -0.3517 -1.6649 -1.5659
H 2.4110 2.8647 0.1738
H 1.6752 1.7415 1.1446
H 3.9306 1.0941 0.8876
H 2.9011 -0.0590 0.2735
H 3.9023 0.8380 -0.8535
H -3.8402 1.3791 0.2984
H -2.3945 1.1480 1.2601
H -2.4569 3.3109 1.2387
H -1.2995 3.1131 -0.1909
H -3.2197 3.4809 -0.2381
```

Summary:
**Energy above the lowest of the compared OMol25 structures with the same formula, charge and spin**: 22.05 kcal/mol
**Total charge**: 0
**Spin multiplicity**: 1
**Total energy**: -1828.852818 Eh
**Frontier orbital gap**: 9.32 eV


No. 3
Entry from the Open Molecules 2025 dataset: a structure of composition C25H45AuN2OP3Se in a non-equilibrium geometry (ωB97M-V with the def2-TZVPD basis set).

XYZ file:
```
78
Properties=species:S:1:pos:R:3
Au 0.4411 0.2099 -1.4956
P 2.2800 -1.1768 0.6591
P 1.6848 2.1619 -1.1210
P -0.5748 -1.9291 -1.3341
H 0.9729 0.5015 -3.8243
C 0.3528 0.6543 -4.7252
C -0.5352 1.8956 -4.5777
H -0.4519 2.3894 -3.5975
C 3.7407 -2.0027 -0.1051
C 3.1824 -0.0760 1.8274
C 1.8333 -2.4785 1.8896
C 1.3312 3.6426 -2.1342
C 1.6344 2.8208 0.5664
C 3.4422 1.8247 -1.4360
C -2.0237 -2.1930 -2.4185
C -1.2610 -2.4074 0.2795
C 0.5552 -3.2915 -1.7744
H 1.0526 0.7740 -5.5644
H -0.3499 2.6385 -5.3741
H 4.3910 -2.3941 0.6906
H 4.2954 -1.2758 -0.7127
H 3.4134 -2.8259 -0.7521
H 3.8811 -0.6868 2.4157
H 2.4561 0.4064 2.4967
H 3.7456 0.6872 1.2787
H 1.4860 -3.3879 1.3818
H 1.0348 -2.0933 2.5406
H 2.7259 -2.7135 2.4886
H 1.8804 4.5087 -1.7210
H 0.2481 3.8544 -2.1109
H 1.6496 3.4701 -3.1740
H 2.4358 2.3851 1.1703
H 0.6756 2.5725 1.0410
H 1.7561 3.9104 0.5237
H 4.0451 2.6663 -1.0743
H 3.5954 1.7156 -2.5157
H 3.7646 0.9014 -0.9415
H -2.7092 -2.8985 -1.9281
H -1.7298 -2.6142 -3.3896
H -2.5407 -1.2372 -2.5708
H -2.2858 -2.7709 0.1246
H -1.2940 -1.5399 0.9556
H -0.6690 -3.2035 0.7463
H 0.0122 -4.2463 -1.7497
H 1.4059 -3.3482 -1.0834
H 0.9387 -3.1304 -2.7900
C -1.9535 0.1400 -5.0246
C -0.6196 -0.5126 -4.9730
C -0.4783 -1.3843 -6.1634
C -1.5784 -2.1122 -6.5343
C -2.8742 -1.7768 -6.0654
C -3.0893 -0.5486 -5.4600
O -1.9517 1.4614 -4.7718
H -0.8355 0.8709 -2.6026
H -0.6138 -1.1745 -4.0752
H 0.5242 -1.5329 -6.5724
H -1.4689 -2.9598 -7.2130
H -3.7079 -2.4525 -6.2758
H -4.0724 -0.0955 -5.3708
C 0.5542 0.0417 5.4805
N -0.7855 0.5160 5.2002
C -1.2852 0.7877 3.9489
Se -0.4558 0.4881 2.3561
N -2.5267 1.3404 4.1801
C -2.7862 1.4599 5.5444
C -3.8051 2.1051 6.2317
C -3.6758 2.1762 7.6278
C -2.5507 1.6373 8.2882
C -1.5216 1.0149 7.5686
C -1.6771 0.9368 6.1899
H 1.2523 0.8746 5.6370
H 0.9006 -0.5666 4.6405
H 0.5125 -0.5617 6.3909
H -3.1361 1.6657 3.4368
H -4.6457 2.5170 5.6719
H -4.4492 2.6579 8.2255
H -2.4869 1.7151 9.3761
H -0.6281 0.6015 8.0269
```

Summary:
**Energy above the lowest of the compared OMol25 structures with the same formula, charge and spin**: 0.00 kcal/mol
**Total charge**: +3
**Spin multiplicity**: 3
**Total energy**: -4724.552956 Eh
**Expectation value of S²**: 2.043
**Frontier orbital gap (spin up / spin down)**: 5.10 / 5.26 eV


No. 4
Entry from the Open Molecules 2025 dataset: a structure of composition C45H32Br2EuF5N6O3S (ωB97M-V with the def2-TZVPD basis set).

XYZ file:
```
95
Properties=species:S:1:pos:R:3
Eu -1.7198 -0.3414 -0.2579
C 6.4138 -1.7961 -0.2278
O 5.2295 -1.6037 0.5353
C 5.1947 -0.6087 1.4717
C 6.2667 -0.2161 2.2525
C 6.1156 0.8080 3.1797
C 4.8979 1.4493 3.3159
C 3.8149 1.0531 2.5427
C 3.9403 0.0019 1.6415
N 2.9067 -0.4504 0.8218
C 1.5480 -0.2901 0.9549
N 1.1205 -0.2069 2.2201
C -0.1499 -0.0721 2.8389
C -1.3676 0.0563 2.1578
C -2.4890 0.1560 3.0076
C -2.4154 0.1372 4.3888
C -1.1880 0.0070 5.0206
C -0.0545 -0.0985 4.2435
O 1.2077 -0.2901 4.7654
C 1.5312 0.3785 5.9706
N 0.7742 -0.3202 -0.1001
C 1.4058 -0.2480 -1.3649
C 1.2633 -1.3050 -2.2535
C 1.8364 -1.2611 -3.5178
C 2.5477 -0.1414 -3.9069
C 2.6999 0.9319 -3.0349
C 2.1439 0.8850 -1.7660
O 2.2088 1.9095 -0.8752
C 3.1559 2.9290 -1.1254
H 6.5368 -2.8662 -0.3776
H 7.2987 -1.3984 0.2644
H 6.3052 -1.3081 -1.1992
H 7.2235 -0.7106 2.1573
H 6.9581 1.0940 3.7953
H 4.7883 2.2695 4.0129
H 2.8700 1.5747 2.6238
H 3.2131 -0.9339 -0.0084
H 1.8381 -0.3539 2.9170
H -3.4784 0.2582 2.5668
H -3.3144 0.2096 4.9884
H -1.1324 -0.0144 6.1004
H 0.8326 0.1488 6.7760
H 1.5555 1.4623 5.8214
H 2.5214 0.0300 6.2544
H 0.7041 -2.1732 -1.9196
H 1.7244 -2.1005 -4.1921
H 2.9922 -0.0882 -4.8925
H 3.2459 1.8074 -3.3604
H 3.1714 3.5550 -0.2366
H 2.8758 3.5422 -1.9867
H 4.1539 2.5111 -1.2867
Br -1.1229 1.6352 -7.1944
C -1.2161 1.1169 -5.3807
C -1.4121 -0.2093 -5.0434
C -1.4342 -0.5194 -3.6977
N -1.2963 0.3802 -2.7293
C -1.1518 1.6692 -3.0619
C -1.0892 2.0714 -4.3911
C -1.1162 2.6441 -1.9443
C -1.1639 4.0169 -2.1596
C -1.1957 4.8556 -1.0624
Br -1.2543 6.7269 -1.3071
C -1.1880 4.3286 0.2169
C -1.1360 2.9522 0.3322
N -1.0987 2.1286 -0.7103
H -1.5343 -0.9726 -5.7975
H -1.5719 -1.5460 -3.3750
H -0.9573 3.1071 -4.6627
H -1.2102 4.4378 -3.1517
H -1.2220 4.9662 1.0876
H -1.1323 2.4783 1.3077
N -1.0247 -8.1703 0.0240
C -1.1673 -7.0329 -0.0729
C -1.3465 -5.6207 -0.2011
C -0.9235 -4.7551 0.8064
C -1.1105 -3.3911 0.6618
C -1.7136 -2.7999 -0.4702
C -2.1224 -3.7205 -1.4516
C -1.9556 -5.0908 -1.3383
H -0.4440 -5.1613 1.6887
H -0.7713 -2.7544 1.4790
H -2.6122 -3.3613 -2.3552
H -2.2922 -5.7593 -2.1211
F -9.0582 -0.6482 0.4990
C -7.8911 -0.2005 0.0326
C -6.7080 -0.8153 0.3995
F -6.7227 -1.8617 1.2269
C -5.5191 -0.3309 -0.1014
F -4.3700 -0.9397 0.2714
C -5.4263 0.7546 -0.9646
S -3.9064 1.3048 -1.5516
C -6.6439 1.3497 -1.3128
F -6.6474 2.3983 -2.1369
C -7.8509 0.8875 -0.8265
F -8.9915 1.4830 -1.1779
```

Summary:
**Energy above the lowest of the compared OMol25 structures with the same formula, charge and spin**: 0.00 kcal/mol
**Total charge**: 0
**Spin multiplicity**: 7
**Total energy**: -9044.103324 Eh
**Expectation value of S²**: 12.021
**Frontier orbital gap (spin up / spin down)**: 6.47 / 6.51 eV


No. 5
Entry from the Open Molecules 2025 dataset: a structure of composition C9H14N4O6Pd in a non-equilibrium geometry (ωB97M-V with the def2-TZVPD basis set).

XYZ file:
```
34
Properties=species:S:1:pos:R:3
Pd 2.0711 2.3957 -2.3421
N 1.3777 3.9751 -0.6713
C 1.2788 3.2490 0.5938
C 1.1270 1.7447 0.3627
O 0.3962 1.0279 1.0267
N 1.8807 1.2656 -0.6636
C 1.7631 -0.1561 -0.8791
C -0.4271 0.4141 -1.9267
O -1.5819 0.0087 -1.2733
O -0.1727 1.3049 -2.6663
H 2.0352 4.7573 -0.6161
H 0.4697 4.3348 -0.9790
H 0.4405 3.5852 1.2149
H 2.2018 3.3694 1.1716
H 2.0670 -0.7129 0.0154
H 2.3884 -0.4539 -1.7339
N 0.3691 -0.4815 -1.1922
C -0.7790 -0.7445 -0.4642
N -1.1183 -1.4307 0.5640
C -0.1902 -2.2168 1.3542
C -0.7877 -3.6244 1.5994
O -2.0572 -3.5376 2.1565
C -2.9601 -2.8428 1.3580
C -2.4729 -1.3992 1.0964
H -0.0624 -1.7169 2.3197
H 0.7711 -2.3138 0.8543
H -0.1683 -4.1662 2.3169
H -0.8104 -4.1830 0.6515
H -3.9065 -2.8209 1.9020
H -3.1074 -3.3592 0.3981
H -2.4344 -0.8739 2.0569
H -3.1519 -0.8850 0.4156
O 2.3838 2.8834 -4.3632
O 3.1673 3.6032 -3.6574
```

Summary:
**Energy above the lowest of the compared OMol25 structures with the same formula, charge and spin**: 0.00 kcal/mol
**Total charge**: +2
**Spin multiplicity**: 5
**Total energy**: -1148.855946 Eh
**Expectation value of S²**: 6.023
**Frontier orbital gap (spin up / spin down)**: 9.30 / 5.14 eV


No. 6
Entry from the Open Molecules 2025 dataset: the molecule CH4S in a non-equilibrium geometry (ωB97M-V with the def2-TZVPD basis set).

XYZ file:
```
6
Properties=species:S:1:pos:R:3
C -0.0097 0.0735 0.4718
S 0.9529 -0.6122 -0.8746
H -0.5597 1.0307 0.3165
H -0.9667 -0.4440 0.6483
H 0.4717 0.3284 1.3757
H 0.1115 -0.3764 -1.9376
```

Summary:
**Energy above the lowest of the compared OMol25 structures with the same formula, charge and spin**: 10.71 kcal/mol
**Total charge**: 0
**Spin multiplicity**: 1
**Total energy**: -438.655536 Eh
**Frontier orbital gap**: 10.06 eV